# 1
ORCA calculation (ωB97M-V/def2-TZVPD) on a structure of composition C23H49Br14N2O.

- E_tot (a.u.) = -37126.40894
- largest force on an atom (eV/Å) = 2.579
- total charge = +1
- frontier orbital gap (eV) = 9.856
- relative energy (zero: lowest compared OMol25 entry of this formula, charge and spin) (kcal per mole) = 36.7
- multiplicity = 1

Positions of all 89 atoms, in Å:
Br1 3.1944 1.4342 5.1955
Br2 -0.4674 3.8679 -4.2774
Br3 -0.7466 1.9835 -0.3396
Br4 1.9388 1.3679 -3.3882
Br5 3.7032 -1.7099 -4.4666
Br6 0.4880 -3.9678 -5.8710
Br7 -4.4785 -1.9766 3.8071
Br8 -4.2566 1.4102 -1.3340
Br9 -3.0768 1.1689 4.7986
Br10 -1.4630 -0.8311 -6.0959
Br11 -4.1641 4.0371 -4.0195
Br12 0.8717 3.6504 7.0073
Br13 0.1468 -3.0514 -2.1255
Br14 -3.0205 -2.1955 -0.4168
O1 4.3486 1.2830 1.8682
N1 -0.4839 -1.2009 1.5783
N2 0.2495 0.2630 3.4459
C1 -3.2581 0.7238 0.1881
C2 2.1573 1.0961 6.8095
C3 0.5542 -2.5462 -7.2006
C4 -1.8192 3.8813 -5.6793
C5 3.2633 0.8391 1.0838
C6 -4.0857 -1.3400 5.6039
C7 3.6712 -0.4182 0.3606
C8 0.1323 -2.5473 1.7678
C9 -1.6299 -2.7512 -2.8542
C10 -2.9497 4.8095 -5.3340
C11 -4.4071 0.1210 5.7507
C12 3.7520 1.1423 -4.0689
C13 3.8133 0.1057 -5.1595
C14 1.3867 -1.5011 0.0855
C15 0.7919 1.7267 6.7351
C16 -2.3408 -1.6236 -2.1587
C17 1.5894 -2.2703 1.4091
C18 0.8933 -0.5609 4.4661
C19 -0.8466 -0.3303 2.7565
C20 0.3915 -1.1873 -6.5780
C21 2.5902 -0.8796 -0.6052
C22 -2.3317 1.7567 0.7709
C23 0.2454 -0.5362 0.4350
H1 1.5344 -2.6353 -7.6640
H2 -3.2218 -1.3244 -2.7208
H3 4.3810 0.9030 -3.2171
H4 3.8998 -1.1983 1.0788
H5 2.9951 1.5890 0.3404
H6 -4.6869 -1.9441 6.2793
H7 0.9199 0.6765 2.8158
H8 3.0070 0.2107 -5.8779
H9 3.0229 -1.5954 -1.2879
H10 -1.2996 4.2300 -6.5696
H11 -4.3515 0.4231 6.7939
H12 -2.6011 5.7521 -4.9256
H13 0.6558 -0.4067 -7.2891
H14 4.0321 2.1169 -4.4622
H15 -2.7263 -0.1583 -0.1578
H16 0.5012 0.4959 0.6192
H17 2.0844 -1.5774 2.0867
H18 2.0735 0.0131 6.8772
H19 -1.4735 -0.9055 3.4228
H20 -1.4653 -2.5114 -3.9010
H21 -0.2488 -3.1776 0.9729
H22 0.3079 1.5657 5.7762
H23 -2.1644 -3.6927 -2.7787
H24 0.5970 -0.2707 5.4689
H25 2.4162 0.6592 1.7540
H26 -1.7109 -0.7546 -1.9963
H27 -3.5695 5.0007 -6.2072
H28 4.7681 0.1571 -5.6777
H29 4.5977 -0.2204 -0.1644
H30 1.0413 -2.2671 -0.5936
H31 -1.9600 1.4347 1.7427
H32 -1.3933 -1.4200 1.1571
H33 -5.3735 0.3984 5.3437
H34 2.2537 -0.0426 -1.2087
H35 -0.4196 -0.6018 -0.4190
H36 0.7009 -1.6255 4.3672
H37 4.2095 2.2018 2.1108
H38 -2.1433 2.8568 -5.8254
H39 0.1541 1.3473 7.5309
H40 0.9788 -1.0662 -5.6735
H41 -2.7955 2.7323 0.8694
H42 -3.0345 -1.5483 5.7731
H43 2.1786 -3.1769 1.3824
H44 2.7475 1.4641 7.6419
H45 -0.2129 -2.7675 -7.9353
H46 -1.4616 0.4699 2.3590
H47 -4.0137 0.4278 0.9144
H48 -0.0463 -3.0483 2.7051
H49 1.9687 -0.4325 4.4186

These are the Mulliken partial charges, in e, on atoms 1 to 4:
1. Br -0.09
2. Br -0.13
3. Br -0.05
4. Br -0.07

***

# 2
ORCA calculation (ωB97M-V/def2-TZVPD) on an isolated molecule of C4H6N2.

- E_tot (a.u.) = -265.31064
- largest force on an atom (eV/Å) = 4.343
- frontier orbital gap (spin up / spin down) (eV) = 8.330 / 8.315
- relative energy (zero: lowest compared OMol25 entry of this formula, charge and spin) (kcal per mole) = 141.1
- multiplicity = 1

Positions of all 12 atoms, in Å:
N1 -1.2696 1.1739 1.1062
N2 0.7011 0.6236 -0.3637
C1 0.8563 -1.6718 -0.8765
C2 -1.0550 -0.7958 0.5100
C3 -0.4354 0.3320 0.3261
C4 1.3690 -0.4526 -1.0324
H1 0.9093 1.5855 -0.5724
H2 -1.7494 -1.3036 1.1693
H3 1.4284 -2.4663 -1.4105
H4 -2.0182 1.6884 0.6849
H5 2.2589 -0.1051 -1.5857
H6 -0.9954 1.3918 2.0445

These are the natural (NBO) partial charges, in e, on atoms 1 to 4:
1. N -0.83
2. N -0.59
3. C -0.37
4. C -0.06

***

# 3
ORCA calculation (ωB97M-V/def2-TZVPD) on a cluster of 2 separate species, C2H7N3 in total.

- SMILES = [H]/N=C/N.C=N
- E_tot (a.u.) = -244.63287
- largest force on an atom (eV/Å) = 1.799
- frontier orbital gap (eV) = 10.599
- relative energy (zero: lowest compared OMol25 entry of this formula, charge and spin) (kcal per mole) = 26.7
- multiplicity = 1

Positions of all 12 atoms, in Å:
N1 0.4626 -0.3976 1.3284
N2 -1.4774 0.0217 -1.5895
N3 1.8829 1.0433 0.2290
C1 -2.2165 -0.9821 -1.5186
C2 1.3496 0.5065 1.3629
H1 -3.2489 -1.0374 -1.8863
H2 0.2811 -0.7560 2.2618
H3 1.4090 0.7630 -0.6160
H4 -0.5762 -0.1183 -1.1421
H5 1.7682 0.8977 2.2974
H6 -1.9133 -1.9068 -0.9914
H7 2.2789 1.9661 0.2644

These are the natural (NBO) partial charges, in e, on atoms 1 to 4:
1. N -0.74
2. N -0.60
3. N -0.81
4. C -0.03

***

# 4
ORCA calculation (ωB97M-V/def2-TZVPD) on a cluster of 10 separate species, C28H78N2O16 in total.

- SMILES = COCCNCCOC.COCCNCCOC.OCCO.OCCO.OCCO.OCCO.CCO.CCO.CCO.CCO
- E_tot (a.u.) = -2426.47354
- largest force on an atom (eV/Å) = 13.402
- frontier orbital gap (eV) = 7.540
- relative energy (zero: lowest compared OMol25 entry of this formula, charge and spin) (kcal per mole) = 30.0
- multiplicity = 1

Positions of all 124 atoms, in Å:
O1 -2.1817 -1.0802 -1.1561
O2 5.1383 -3.6182 -3.1341
O3 -2.2887 -1.8432 1.5009
O4 -1.8347 2.1058 -0.0541
O5 -2.1007 7.1768 -1.2661
O6 1.8803 0.1298 -3.4111
O7 -6.7567 3.0138 0.2389
O8 1.3793 -1.6272 -1.3181
O9 3.1793 2.3188 -0.2891
O10 2.5953 0.9938 4.0879
O11 0.6043 -2.8642 5.9609
O12 1.5673 -4.0472 -0.7161
O13 4.1813 -2.2462 0.1109
O14 -3.3757 1.5528 -2.7691
O15 -4.0467 0.6248 0.5079
O16 -0.0517 2.0128 -3.8881
N1 -0.0117 4.2578 -1.0481
N2 -0.1937 -3.6482 2.3309
C1 1.5253 -4.8722 -1.8481
C2 -1.4027 8.4158 -0.9841
C3 0.9333 -3.5392 4.7319
C4 1.1083 3.8568 -0.1461
C5 0.1703 -1.2182 -0.7291
C6 -5.2877 1.0938 0.0569
C7 -2.2587 2.3028 -3.1881
C8 -3.3117 -2.7942 1.5629
C9 1.2913 0.4048 2.1809
C10 2.4883 -0.3422 -4.5631
C11 -5.4857 2.5458 0.4359
C12 -0.9597 -1.7632 -1.4941
C13 -0.1177 -3.1142 3.7199
C14 -0.7417 5.3578 -0.5111
C15 -1.4887 6.1818 -1.5891
C16 4.9163 -3.0632 -0.8371
C17 -1.4227 1.9818 1.3359
C18 2.7243 0.6328 -5.5991
C19 -3.3297 -3.5452 0.3929
C20 4.7663 -2.5542 -2.2131
C21 1.8003 2.6518 -0.8031
C22 -2.2847 2.8678 2.1759
C23 1.1333 -3.5842 1.6439
C24 -1.1577 1.3748 -3.2551
C25 2.3253 -0.0072 3.0939
C26 0.8183 -4.2442 0.2369
C27 3.5243 0.9538 -0.5011
C28 1.0863 -3.5762 7.0889
H1 1.1933 1.7548 -0.5051
H2 5.2253 -1.6682 -2.5131
H3 1.4463 1.4068 1.9739
H4 -2.2087 5.5588 -2.0901
H5 3.6113 0.6178 -1.5591
H6 -2.1487 9.1758 -0.8551
H7 1.1773 -5.8832 -1.5811
H8 0.7863 3.6168 0.8369
H9 -0.5337 -4.5722 2.5009
H10 -4.6727 3.1178 -0.0141
H11 3.5303 0.4518 -6.2701
H12 1.9003 -0.8482 3.6109
H13 -3.1657 0.8408 -2.2371
H14 1.9603 -3.3522 4.5919
H15 -2.5757 2.6688 -4.1011
H16 -0.5677 3.3818 -1.1181
H17 1.6203 -2.5022 -1.0591
H18 -3.3547 2.5988 2.2429
H19 -6.1817 0.5898 0.4459
H20 -0.6837 6.5648 -2.2231
H21 -3.7457 -3.1002 -0.3951
H22 1.9123 -4.2002 2.0779
H23 -0.6167 8.2948 -0.2241
H24 5.0453 -4.4222 -2.6571
H25 -0.0887 -1.9952 3.7369
H26 -2.6517 1.5598 -0.0621
H27 -2.2927 -1.1732 -0.1891
H28 0.8763 -4.4652 -2.6281
H29 3.7013 -2.4082 -2.3121
H30 0.8423 -5.3602 0.4439
H31 0.3923 -3.5982 7.8359
H32 -1.4667 -2.3312 1.8099
H33 2.7743 0.2788 -0.2231
H34 1.8643 4.6068 0.0029
H35 1.8803 0.7968 -6.2231
H36 -5.4937 2.5308 1.5939
H37 -7.3177 2.5688 0.8809
H38 3.3683 -0.8832 -4.2421
H39 2.9843 1.5358 -5.0421
H40 -3.1807 -3.3842 2.4899
H41 -2.3827 -3.9462 0.0679
H42 -1.5797 4.9848 0.0709
H43 -0.8167 -1.8262 -2.5071
H44 -1.6757 0.9458 1.6899
H45 1.8353 2.7488 -1.8461
H46 -0.3887 2.1528 1.5129
H47 1.5803 -2.6392 1.5409
H48 -4.1427 -4.2672 0.4529
H49 -0.1017 6.0328 0.0299
H50 2.5433 -4.8042 -2.0711
H51 -5.3587 0.9688 -1.0631
H52 -4.2887 -2.1172 1.5139
H53 1.9863 -0.5102 -2.7071
H54 -1.9777 2.9498 3.2589
H55 -0.2277 -4.0352 -0.0701
H56 -1.2007 -2.7822 -1.2771
H57 -0.7347 8.5428 -1.8521
H58 0.2683 0.3178 2.6749
H59 1.9453 -1.1042 -5.0321
H60 3.0623 0.6168 4.8249
H61 0.7533 1.4518 -3.7721
H62 0.9523 -4.6002 4.8399
H63 -1.4957 0.3508 -3.5801
H64 -2.0737 3.1988 -2.5511
H65 0.1193 -0.1672 -0.6071
H66 -0.6887 1.2358 -2.3051
H67 0.1433 -1.6382 0.2869
H68 4.5063 0.6398 -0.1891
H69 4.4673 -2.4502 1.0399
H70 -1.0807 -3.4152 4.1939
H71 5.9403 -2.9942 -0.4661
H72 1.8753 -3.0822 7.6409
H73 1.3363 -0.0842 1.2189
H74 1.3613 -4.5962 6.8749
H75 4.4163 -3.9742 -0.6291
H76 3.2843 -0.3032 2.6749
H77 -4.1827 0.3208 1.4749
H78 -2.1717 3.8918 1.8119

These are the Mulliken partial charges, in e, on atoms 1 to 4:
1. O -0.26
2. O -0.60
3. O -0.27
4. O 1.98

***

# 5
ORCA calculation (ωB97M-V/def2-TZVPD) on a structure of composition C34H25F2FeN4O2.

- E_tot (a.u.) = -3142.96716
- largest force on an atom (eV/Å) = 3.681
- total charge = +2
- frontier orbital gap (spin up / spin down) (eV) = 6.003 / 6.025
- relative energy (zero: lowest compared OMol25 entry of this formula, charge and spin) (kcal per mole) = 28.3
- multiplicity = 2

Positions of all 68 atoms, in Å:
Fe1 -0.1730 -0.0429 -0.5080
F1 -3.0559 2.7185 -3.6058
F2 -0.2704 5.2869 -0.9053
O1 2.8864 2.4343 -0.2221
O2 -0.3012 -2.8351 2.5860
N1 -2.1863 -0.4511 -0.9340
N2 1.6268 0.7227 -0.8961
N3 0.5495 0.2938 1.2621
N4 -0.0222 -2.0650 0.4966
C1 1.9918 1.6024 2.6176
C2 -0.5888 -3.9983 1.7528
C3 0.6206 0.0415 -3.5688
C4 -0.2769 0.0044 -4.6205
C5 0.3126 -0.5255 2.2836
C6 -0.8963 -3.3482 -2.0401
C7 -1.6590 4.0321 -2.3040
C8 0.7568 -0.2384 3.5616
C9 0.2685 2.2776 -5.1522
C10 -1.1335 -3.8858 -0.7721
C11 -3.2867 -4.6023 -1.4850
C12 -1.8079 1.6365 -1.9069
C13 1.3468 1.2005 -3.2902
C14 1.4915 1.2313 1.3855
C15 -2.5202 0.3729 -1.9479
C16 -3.5535 0.0340 -2.8271
C17 1.5461 0.8975 3.7344
C18 -0.4624 1.1298 -5.4132
C19 -0.0871 -1.8424 1.7608
C20 -2.1641 2.7911 -2.6145
C21 -0.1732 -3.5570 0.3382
C22 1.1760 2.3119 -4.0989
C23 3.0178 2.4401 -1.6910
C24 -3.2149 -3.6555 -2.5212
C25 2.3224 1.1394 -2.1373
C26 -4.2810 -1.1048 -2.6297
C27 -2.9467 -1.5347 -0.7012
C28 -0.7572 4.0923 -1.2563
C29 -1.9223 -3.2828 -2.9450
C30 2.0243 1.5019 0.0509
C31 -0.8009 1.7193 -0.9494
C32 -2.2599 -4.6796 -0.5783
C33 -3.9539 -1.9996 -1.5811
C34 -0.3139 2.9804 -0.5905
H1 -1.1549 1.1048 -6.2431
H2 0.7932 -0.8558 -2.9733
H3 -4.2015 -5.1615 -1.3414
H4 -0.8208 -0.9039 -4.8399
H5 1.7454 3.2166 -3.9329
H6 2.5284 3.3467 -2.0403
H7 0.8172 -3.9500 0.0869
H8 -4.7982 -2.4681 -1.0982
H9 4.0767 2.4702 -1.9261
H10 -5.0982 -1.3552 -3.2941
H11 0.5422 -0.9102 4.3804
H12 1.9018 1.1632 4.7204
H13 -1.9694 4.9209 -2.8350
H14 -2.3519 -5.3200 0.2882
H15 3.0764 0.3829 -2.3712
H16 0.1466 3.1506 -5.7787
H17 -3.7957 0.7006 -3.6372
H18 -2.7358 -2.0822 0.2028
H19 0.0901 -2.9611 -2.2758
H20 -1.6546 -4.1902 1.8487
H21 -3.9547 -3.7754 -3.3042
H22 0.4147 3.1486 0.1897
H23 2.7417 2.3773 2.6952
H24 -1.7862 -2.8453 -3.9245
H25 -0.0236 -4.8393 2.1418

These are the natural (NBO) partial charges, in e, on atoms 1 to 4:
1. Fe 1.20
2. F -0.30
3. F -0.30
4. O -0.42